Entry 1:
152
Properties=species:S:1:pos:R:3:forces:R:3 method="wB97M-V/def2-TZVPD" total_charge=+2 s2=6.15 spin_multiplicity=5 homo_ev="-11.40 / -11.40" homo_lumo_gap_ev="4.38 / 1.50"
Cr -2.79959 0.34651 -1.21130 3.945 -2.054 0.212
C 0.47454 0.89984 1.30950 -1.235 -1.362 -0.516
C -0.75393 0.60045 0.47346 0.319 0.749 -1.657
O -1.84701 1.15733 0.57766 -3.129 2.120 2.040
O -0.75810 -0.07386 -0.59948 0.595 -1.828 -1.819
H 1.33489 0.75123 0.65695 0.115 0.655 0.171
H 0.54895 0.08672 2.03158 0.046 0.222 0.410
H 0.32152 1.85249 1.81660 0.543 -0.154 -0.103
O -1.01774 1.72708 -4.41990 -1.820 -0.948 0.605
C -1.81017 1.36306 -3.41285 1.252 -0.737 1.000
O -1.85889 1.95134 -2.32965 0.410 4.552 3.145
O -2.39191 0.29285 -3.28077 -2.125 -4.876 -2.286
H -0.67702 2.57052 -4.11312 0.529 0.835 -0.319
C -0.52454 -0.20209 -8.65792 0.577 0.262 -0.353
C 0.23800 -0.00368 -7.32516 -1.400 -0.226 0.209
C 0.50195 -1.34857 -6.57641 0.579 0.325 -0.246
C 0.97158 -1.13567 -5.14512 -0.653 -0.213 1.993
N 1.18747 -2.40089 -4.22582 0.533 -0.797 0.007
C -0.12554 -3.20276 -4.00422 0.435 0.341 0.098
C -0.06629 -3.72056 -2.54246 -0.969 -3.574 -2.155
C 0.54053 -2.70692 -1.76978 1.243 3.401 0.783
C 1.49443 -1.99958 -2.76823 0.628 0.649 0.282
C 2.31195 -3.38028 -4.77710 -0.150 1.441 -0.142
C 3.70382 -2.76098 -5.13204 -0.836 -0.722 0.099
C 4.58437 -3.79545 -5.83741 0.526 -0.429 0.718
H -0.96105 0.71267 -9.05889 0.226 0.399 0.405
H -1.40115 -0.83974 -8.54363 0.299 -0.414 0.075
H 0.12473 -0.52587 -9.47137 -0.077 -0.525 0.098
H -0.50175 0.55190 -6.74880 0.213 0.084 0.560
H 1.10348 0.65501 -7.39708 0.192 -0.314 -0.203
H 1.23531 -1.94820 -7.11562 0.085 0.000 -0.185
H -0.43281 -1.90885 -6.59650 -0.036 -0.071 0.169
H 0.21612 -0.62681 -4.54641 -0.540 0.048 -0.304
H 1.80240 -0.46118 -4.93799 0.575 -0.453 -0.711
H -0.19878 -4.03996 -4.69836 -0.050 0.361 -0.221
H -0.86253 -2.42296 -4.19619 -0.507 -0.450 0.238
H 0.52286 -4.63759 -2.55021 0.223 -0.210 -0.195
H -1.02618 -4.06072 -2.15389 -0.244 0.276 -0.317
H 1.16077 -2.89403 -0.89320 -0.265 -0.779 0.056
H -0.27526 -2.07107 -1.42588 0.425 0.581 -0.059
H 2.53143 -2.27699 -2.57912 -0.171 -0.009 -0.176
H 1.42982 -0.92722 -2.58396 0.007 0.153 -0.660
H 1.93659 -3.75236 -5.73039 -0.328 -0.094 0.190
H 2.34572 -4.19526 -4.05407 0.176 0.066 -0.035
H 4.29002 -2.38493 -4.29356 -0.420 0.301 0.132
H 3.60814 -2.00426 -5.91071 -0.538 0.448 0.514
H 4.06183 -4.61897 -6.32412 -0.225 0.543 -0.704
H 5.22587 -4.35829 -5.15933 0.128 0.304 0.314
H 5.22835 -3.17359 -6.45924 0.080 -0.794 -0.478
C 3.92333 -5.81695 7.35103 0.096 0.048 2.974
C 3.92843 -5.47295 5.96233 0.969 0.336 -3.262
C 3.07125 -4.32640 5.44757 -1.439 0.099 -0.677
C 3.23877 -4.05185 3.91491 -0.003 1.974 1.215
N 1.95672 -3.54088 3.16193 0.309 -1.875 0.288
C 0.89951 -2.75543 3.97957 -0.700 0.783 -0.053
C -0.38689 -3.64018 4.23307 1.341 1.010 1.138
C -0.08759 -4.98358 3.63030 0.015 -0.293 -0.186
C 1.17905 -4.83367 2.78637 -0.842 -0.417 -1.480
C 2.40129 -2.55194 1.96841 -1.571 -1.066 1.099
C 3.29241 -3.08917 0.89054 1.283 -0.413 0.356
C 3.80011 -2.06651 -0.18509 -0.214 -0.693 0.288
H 4.55606 -6.68688 7.52702 -0.043 -0.008 0.046
H 2.94569 -6.02765 7.78455 -0.096 0.031 -0.059
H 4.37964 -4.98816 7.89230 -0.176 -0.053 0.511
H 3.83403 -6.39994 5.39674 -0.695 0.084 -0.574
H 4.95004 -5.18649 5.71263 0.336 0.097 -0.063
H 3.20076 -3.39109 5.99211 0.722 0.016 0.007
H 2.00968 -4.47046 5.64861 -0.296 -0.685 -0.031
H 3.72394 -4.88181 3.40122 -0.573 0.040 -0.265
H 3.86919 -3.16649 3.83247 0.388 -0.181 -0.006
H 0.67943 -1.83351 3.44131 -0.161 -0.357 -0.661
H 1.27138 -2.25130 4.87157 0.682 -0.893 0.253
H -1.34098 -3.21728 3.91847 0.428 0.263 -0.411
H -0.46456 -3.70879 5.31813 -0.108 -0.173 0.018
H -0.92308 -5.27234 2.99260 0.151 -0.252 -0.041
H 0.03674 -5.75731 4.38792 0.030 0.089 -0.013
H 0.87068 -4.86933 1.74151 -0.053 1.240 -0.308
H 1.69545 -5.79255 2.74180 1.124 0.503 0.944
H 2.81234 -1.69378 2.50010 -0.037 0.143 0.077
H 1.37886 -2.38256 1.63071 0.242 0.662 -0.625
H 2.87518 -3.99459 0.44982 -0.438 0.236 -0.367
H 4.20573 -3.48802 1.33197 0.095 0.089 0.346
H 3.77635 -2.65536 -1.10204 0.042 0.539 -0.252
H 4.83309 -1.74798 -0.04510 -0.030 -0.274 0.363
H 3.25431 -1.12610 -0.26150 -0.470 -0.247 -0.103
C -7.63417 4.30949 1.49938 1.811 0.346 0.133
C -6.11525 3.95371 1.77053 -0.507 0.561 0.408
C -5.17617 4.89823 0.99762 -0.476 -0.728 -2.325
C -3.72551 4.97720 1.42008 -0.532 0.512 0.950
N -2.68958 5.71830 0.55739 0.539 0.173 -0.255
C -3.13947 7.06592 -0.13841 0.408 -1.113 -0.111
C -2.25942 7.18724 -1.40229 0.626 1.433 0.051
C -1.49121 5.90711 -1.55147 0.411 -1.733 -1.159
C -2.19141 4.89830 -0.66703 -0.361 0.147 1.565
C -1.47154 6.08604 1.54385 -1.772 -0.040 -1.038
C -0.75777 4.85992 2.02380 0.958 -1.423 0.078
C -0.15629 4.94537 3.42223 -0.039 1.411 0.491
H -7.90367 4.05487 0.47437 0.127 -0.251 -0.025
H -7.68438 5.39783 1.53257 -0.685 -0.040 0.495
H -8.29262 3.76737 2.17809 0.008 0.413 0.035
H -6.07610 2.89436 1.51687 0.889 0.058 -0.115
H -5.73953 4.09008 2.78460 -0.990 -0.383 0.634
H -5.60207 5.90155 0.99068 -0.134 -0.050 -0.096
H -5.24735 4.45987 0.00220 0.164 0.617 -0.677
H -3.39074 3.97568 1.69025 0.533 0.153 -0.350
H -3.79032 5.55938 2.33930 0.526 -0.074 0.217
H -2.94769 7.85793 0.58550 -0.481 -0.050 -0.128
H -4.16679 6.98440 -0.49347 -0.086 -0.057 0.758
H -1.56232 8.02013 -1.31037 0.205 -0.054 0.475
H -2.76932 7.52875 -2.30310 -0.694 -0.606 0.165
H -0.40778 6.01757 -1.50581 -0.026 0.032 1.114
H -1.52448 5.41073 -2.52132 -0.505 0.487 -0.513
H -1.67226 3.99894 -0.33576 0.379 0.310 0.132
H -3.09036 4.50615 -1.14264 -0.163 0.335 -0.108
H -1.94666 6.64228 2.35190 -0.081 -0.073 0.003
H -0.87467 6.79948 0.97566 0.243 -0.252 0.036
H 0.06463 4.64279 1.34219 0.176 0.118 -0.142
H -1.33705 3.93806 1.97179 -0.547 0.204 -0.079
H -0.85824 5.15605 4.22906 -0.602 -0.316 -0.204
H 0.42855 5.86496 3.44248 0.649 -0.189 0.093
H 0.44192 4.09820 3.75771 0.113 0.005 -0.490
C -3.81160 -2.18443 0.18479 -0.750 3.171 0.610
O -3.84744 -0.96175 0.94660 1.212 0.472 0.435
O -3.32636 -1.66026 -0.99640 0.357 -0.120 -0.229
C -2.98890 -3.25109 0.99574 0.771 -0.717 -0.566
F -3.67360 -3.85090 2.05865 0.984 0.912 -2.250
F -2.46165 -4.21132 0.16023 -1.139 0.542 1.019
F -1.90643 -2.65657 1.52417 -0.025 0.021 0.252
C -4.22368 -0.98724 2.28346 -0.232 0.297 1.378
C -4.44014 0.42049 2.76482 -1.160 0.742 0.834
H -5.11470 0.97292 2.11068 0.039 -0.106 -0.288
H -5.00225 0.35380 3.69631 -0.116 -0.103 0.166
H -3.63449 1.10364 3.03379 0.639 -0.570 -0.507
H -3.53799 -1.49576 2.96120 0.637 0.008 -0.270
H -5.13869 -1.55595 2.44901 -0.463 0.022 -0.401
H -4.88789 -2.33762 0.26386 -0.164 -1.675 -1.073
C 5.10161 1.21802 2.74203 -2.558 0.676 3.148
F 4.90940 2.29377 2.01067 0.294 0.537 -1.048
F 4.85369 0.12763 2.05407 -0.076 -0.947 -1.224
F 6.31749 1.17453 3.20094 0.869 0.049 0.126
S 3.74215 1.29707 4.21361 -1.143 -1.572 3.101
O 3.35012 -0.10100 4.48478 0.725 -0.753 -1.442
O 4.37608 1.79965 5.43847 0.035 0.705 -2.294
O 2.52894 1.97200 3.73289 1.324 0.833 -0.894
C 2.00724 3.61655 -1.55032 -0.033 1.819 -0.428
F 1.93744 4.99422 -1.35723 0.754 -2.245 -0.506
F 3.16654 3.09484 -1.15162 -1.320 0.720 -0.263
F 0.96609 3.12311 -0.91490 0.247 -0.546 0.102
S 1.77132 3.25785 -3.42113 -0.789 -0.993 0.018
O 1.84940 1.77068 -3.54850 0.306 2.748 0.128
O 0.51410 3.86561 -3.86899 1.993 -0.539 0.878
O 2.96755 3.88351 -4.08432 -0.799 -0.761 0.305

Entry 2:
30
Properties=species:S:1:pos:R:3:forces:R:3 method="wB97M-V/def2-TZVPD" e_above_lowest_kcal_mol=163.9 total_charge=0 homo_ev=-9.22 homo_lumo_gap_ev=9.74 smiles=CO.CO.CO.CO.CO
C 9.67600 23.21800 33.44200 4.608 -2.534 0.225
O 10.29900 23.72500 32.38400 2.069 4.903 -4.111
H 10.00600 22.20300 33.47200 -0.416 -1.207 -0.081
H 8.73500 23.32100 33.41000 -7.420 0.386 -0.200
H 10.02300 23.55500 34.32200 1.218 1.795 3.469
H 10.24200 24.76300 32.26900 -0.052 -3.339 0.716
C 12.99000 18.75700 38.46200 -2.092 -3.013 -0.283
O 13.04500 20.03000 39.11700 3.410 0.499 0.032
H 13.90800 18.01300 38.42200 -1.305 2.248 0.172
H 12.56500 18.90400 37.34300 0.982 -0.489 2.646
H 12.18800 18.05700 39.14900 1.942 2.075 -2.186
H 14.02500 20.36100 39.24500 -2.770 -1.313 -0.324
C 8.61500 22.81100 38.79100 -3.171 1.803 -2.457
O 8.30400 23.92800 37.84800 8.981 -0.983 4.255
H 8.51800 21.80700 38.46600 -0.671 -0.793 -0.918
H 8.17600 22.95800 39.72000 -1.585 0.235 1.563
H 9.56100 22.94700 38.99000 5.228 0.694 0.772
H 7.51900 23.85300 37.55200 -8.811 -0.965 -3.184
C 11.77800 22.05300 36.76000 1.363 3.853 1.598
O 13.15100 21.78200 36.79300 1.548 0.731 2.622
H 11.56700 22.54200 35.90100 -0.567 1.939 -2.723
H 11.12500 22.44500 37.53300 1.061 0.718 0.934
H 11.50600 21.17000 36.63400 -4.085 -7.750 -1.289
H 13.24600 21.29000 37.65500 0.272 0.543 -1.229
C 14.70500 23.03200 33.63700 0.576 2.879 -1.784
O 14.98500 23.06600 34.98600 -5.157 -0.783 3.754
H 15.41800 23.90100 33.41300 -1.221 -1.104 -1.662
H 13.62100 23.25800 33.29900 1.658 -0.186 0.719
H 15.02100 22.12300 33.15500 0.174 -0.503 -0.229
H 13.99800 23.04200 35.43500 4.231 -0.339 -0.818

Entry 3:
38
Properties=species:S:1:pos:R:3:forces:R:3 method="wB97M-V/def2-TZVPD" e_above_lowest_kcal_mol=0.0 total_charge=-2 s2=20.02 spin_multiplicity=9 homo_ev="2.85 / -3.25" homo_lumo_gap_ev="2.27 / 6.47"
Fe -19.25146 6.10986 -5.15908 -1.998 0.371 2.014
P -18.23103 5.41686 -7.39244 -0.176 -0.271 0.759
O -19.02001 6.69568 -6.97957 0.239 0.640 -0.685
O -16.71482 5.76233 -7.45379 0.275 -0.133 -0.439
O -18.47235 4.75393 -8.70923 0.109 0.247 -0.306
O -18.55531 4.56411 -6.13068 0.356 -0.296 0.164
C -16.69439 7.88857 -2.51609 0.345 0.081 1.006
C -18.10086 7.32146 -2.65281 -0.900 1.167 -0.489
O -18.20153 6.29196 -3.56781 -0.227 -0.462 -1.109
H -15.95852 7.08189 -2.52308 0.045 0.057 -0.246
H -16.59214 8.37555 -1.53531 -0.106 -0.107 0.054
H -16.42171 8.68632 -3.20802 -0.138 -0.389 -0.497
H -18.76482 8.15227 -2.95070 0.038 -0.009 -0.054
H -18.51666 7.06040 -1.66707 0.354 -0.501 0.017
C -21.77684 8.12802 -4.48200 -0.103 0.100 0.661
O -20.70420 7.43089 -4.74000 1.336 -0.666 -0.341
N -22.24983 9.06833 -5.39421 0.502 1.192 -0.576
C -23.29517 9.97698 -5.04779 -1.566 -1.351 -0.026
C -21.58985 9.32329 -6.64190 0.904 -0.593 0.087
H -22.35928 7.99297 -3.57658 -0.049 -0.093 -0.094
H -23.37883 10.23480 -3.98294 0.591 0.061 0.029
H -24.24457 9.44253 -5.25587 -0.236 0.352 0.132
H -23.36181 10.87514 -5.66293 0.590 0.055 -0.006
H -21.28468 10.37295 -6.75444 -0.457 0.140 -0.084
H -20.64112 8.78308 -6.67948 -0.155 -0.254 0.132
H -22.16361 8.95806 -7.50326 -0.112 0.344 -0.086
C -21.55697 3.59748 -5.43628 -0.376 -0.026 0.156
O -21.24011 4.66217 -4.90040 0.634 0.217 0.032
N -22.72102 3.40476 -6.05901 0.530 -0.248 0.179
C -23.76911 4.39968 -5.97162 0.122 0.304 -0.525
C -23.08199 2.11567 -6.62928 -1.858 0.501 0.797
H -20.95915 2.67898 -5.38432 0.345 0.221 -0.248
H -24.28610 4.46524 -6.93064 -0.199 -0.289 0.084
H -23.35208 5.39268 -5.81138 0.179 -0.128 0.330
H -24.45440 4.12258 -5.16692 -0.162 0.098 -0.082
H -23.38506 2.27301 -7.66879 0.760 -0.484 -0.303
H -22.43936 1.29395 -6.32201 0.495 0.165 -0.583
H -24.04934 1.82404 -6.18084 0.069 -0.011 0.144

Entry 4:
11
Properties=species:S:1:pos:R:3:forces:R:3 method="wB97M-V/def2-TZVPD" e_above_lowest_kcal_mol=68.1 total_charge=0 homo_ev=-6.67 homo_lumo_gap_ev=7.59 smiles="N/C=C(/N)O"
N 0.25015 -1.61760 -0.62095 0.354 -0.299 -0.098
C -0.46376 -0.58267 0.06107 2.293 -0.439 0.472
C 0.18317 0.62354 0.25759 -1.278 -1.339 -1.332
N -0.63554 1.60967 0.71877 -1.145 -2.019 0.336
O 1.37480 0.95855 -0.30148 -0.088 0.115 0.561
H -0.25014 -2.49586 -0.64225 0.067 0.171 -0.041
H 0.49306 -1.34370 -1.56558 -0.188 -0.132 0.005
H -1.08767 -0.95045 0.86608 -0.520 0.237 -0.186
H -0.31214 2.56478 0.60656 -1.171 -0.227 0.216
H -1.56170 0.96747 0.68090 1.822 3.995 0.342
H 2.00977 0.26627 -0.06072 -0.145 -0.062 -0.274

Entry 5:
35
Properties=species:S:1:pos:R:3:forces:R:3 method="wB97M-V/def2-TZVPD" total_charge=0 homo_ev=-9.43 homo_lumo_gap_ev=8.79 smiles="O=C1c2ccc(S)c(O)c2C(=O)N1OB(O)O.c1ccccc1"
O 2.84221 -4.70921 2.40802 0.529 0.268 -0.056
C 2.40003 -4.08203 1.49066 -0.047 -0.196 -0.216
C 1.71067 -2.75939 1.49458 -0.169 -0.043 -0.102
C 1.66851 -1.79812 2.47929 -0.083 -0.200 0.070
C 0.99355 -0.62138 2.18819 -0.101 0.026 -0.166
C 0.37237 -0.42318 0.95156 0.203 0.152 0.107
S -0.48105 1.10238 0.63262 -0.094 0.003 0.248
C 0.39920 -1.42257 -0.02831 -0.154 -0.208 0.132
O -0.17443 -1.22683 -1.24748 0.027 0.213 -0.025
C 1.08745 -2.58390 0.26610 -0.027 -0.098 0.194
C 1.34059 -3.78575 -0.57849 0.178 0.029 -0.175
O 0.80383 -4.13217 -1.58958 0.366 0.158 -0.092
N 2.31980 -4.53604 0.14125 -0.485 0.467 -0.186
O 3.43142 -5.05887 -0.50668 -0.127 -0.657 0.671
B 4.40913 -4.08706 -0.72929 0.374 0.188 -0.269
O 5.72132 -4.42508 -0.51181 -0.488 -0.280 0.182
O 4.03468 -2.83274 -1.16314 -0.476 -0.187 0.147
H 2.15447 -1.95595 3.43116 0.000 0.009 0.039
H 0.94817 0.16264 2.93040 -0.008 0.105 -0.056
H 0.34809 1.55672 -0.31340 0.022 -0.050 -0.132
H -1.03924 -1.65009 -1.28146 0.021 -0.110 -0.107
H 6.12766 -3.77277 0.06704 0.352 0.109 -0.326
H 4.39678 -2.60738 -2.02373 0.227 0.240 0.121
C -3.17852 3.71744 -1.52862 0.003 -0.011 -0.004
C -4.24901 4.45433 -2.01573 -0.001 0.004 -0.002
C -4.88638 5.37640 -1.19713 0.001 -0.001 0.002
C -4.45525 5.55971 0.10947 -0.007 -0.006 -0.001
C -3.38837 4.81879 0.59848 0.000 0.008 0.002
C -2.75012 3.89890 -0.22130 0.032 0.015 -0.004
H -2.67836 3.00044 -2.16726 -0.006 -0.012 0.003
H -4.58688 4.30993 -3.03380 0.003 0.004 -0.006
H -5.71995 5.95247 -1.57761 -0.003 0.002 -0.002
H -4.95142 6.28001 0.74703 -0.006 -0.001 0.004
H -3.05432 4.95783 1.61861 0.006 0.005 0.002
H -1.91664 3.32257 0.16034 -0.064 0.053 0.001

Entry 6:
11
Properties=species:S:1:pos:R:3:forces:R:3 method="wB97M-V/def2-TZVPD" e_above_lowest_kcal_mol=34.3 total_charge=0 homo_ev=-8.60 homo_lumo_gap_ev=9.32 smiles="FC1=CCC=C1"
F 1.18629 0.76128 1.54757 0.380 -0.080 -0.636
C 0.53071 0.27113 0.48521 -1.516 1.318 -2.852
C 0.35138 0.85306 -0.82206 -0.681 -3.077 2.968
C -0.80410 0.00203 -1.46205 1.242 2.193 2.172
C -0.88651 -1.11299 -0.53305 -5.547 -2.069 2.909
C -0.35682 -0.91357 0.67752 2.507 2.852 -2.709
H 0.99121 1.45721 -1.42254 0.226 0.779 0.244
H -0.55131 -0.48195 -2.35670 -0.042 0.439 -2.195
H -1.77619 0.64968 -1.34938 1.647 -1.449 -0.852
H -1.90215 -1.70033 -0.46145 2.165 0.438 -0.855
H -0.44616 -1.37416 1.58846 -0.382 -1.344 1.805

What did the fourth record say?
11
Properties=species:S:1:pos:R:3:forces:R:3 method="wB97M-V/def2-TZVPD" e_above_lowest_kcal_mol=68.1 total_charge=0 homo_ev=-6.67 homo_lumo_gap_ev=7.59 smiles="N/C=C(/N)O"
N 0.25015 -1.61760 -0.62095 0.354 -0.299 -0.098
C -0.46376 -0.58267 0.06107 2.293 -0.439 0.472
C 0.18317 0.62354 0.25759 -1.278 -1.339 -1.332
N -0.63554 1.60967 0.71877 -1.145 -2.019 0.336
O 1.37480 0.95855 -0.30148 -0.088 0.115 0.561
H -0.25014 -2.49586 -0.64225 0.067 0.171 -0.041
H 0.49306 -1.34370 -1.56558 -0.188 -0.132 0.005
H -1.08767 -0.95045 0.86608 -0.520 0.237 -0.186
H -0.31214 2.56478 0.60656 -1.171 -0.227 0.216
H -1.56170 0.96747 0.68090 1.822 3.995 0.342
H 2.00977 0.26627 -0.06072 -0.145 -0.062 -0.274